1.
The following is a quantum chemistry calculation of a single C26H50BBrIO5PS molecule at a distorted geometry, from OMol25.

```
! wB97M-V def2-TZVPD RIJCOSX def2/J DEFGRID3
* xyz 0 1
C -3.015 -1.556 0.638
C -1.727 -1.449 1.207
C -0.583 -0.627 0.416
C -0.636 0.867 0.955
C -0.459 1.816 -0.356
C -1.750 2.468 -1.008
C -1.560 2.587 -2.614
C -2.537 1.637 -3.438
C -1.919 0.146 -3.598
C -1.045 0.007 -4.924
C 0.146 -1.062 -4.847
C -0.025 -2.204 -3.750
C -1.276 -3.209 -4.045
C -2.174 -3.219 -2.725
C -1.911 -4.437 -1.732
C -0.381 -4.810 -1.483
C 0.205 -4.365 -0.059
O 0.601 2.704 0.132
C 1.387 2.153 1.233
C 2.404 1.188 0.414
Br 2.716 1.746 -1.502
C 3.869 1.030 1.004
C 4.422 -0.405 0.473
P 2.337 3.652 1.902
O 1.319 4.983 2.289
O 3.372 3.259 3.213
S 3.567 4.472 0.592
C 0.331 1.366 2.163
B 1.096 0.208 3.037
O 2.231 0.547 3.878
O 0.699 -1.159 3.132
C 0.628 -1.629 4.501
C -0.739 2.021 3.122
I -1.836 3.776 2.320
C -0.422 2.374 4.631
C 0.339 3.728 4.959
H -3.126 -1.161 -0.424
H -3.906 -1.988 1.199
H -1.514 -1.969 2.191
H -0.847 -0.765 -0.684
H 0.374 -1.204 0.598
H -1.766 0.998 1.113
H -0.065 1.166 -1.219
H -2.633 1.763 -0.831
H -1.973 3.530 -0.653
H -0.455 2.433 -2.886
H -1.795 3.664 -2.928
H -2.628 2.059 -4.501
H -3.604 1.614 -3.033
H -2.807 -0.573 -3.682
H -1.350 -0.053 -2.639
H -1.693 -0.232 -5.822
H -0.546 1.030 -5.082
H 1.091 -0.471 -4.564
H 0.377 -1.530 -5.866
H 0.923 -2.854 -3.744
H -0.104 -1.804 -2.679
H -0.852 -4.233 -4.321
H -1.785 -2.790 -4.966
H -3.263 -3.327 -3.081
H -2.158 -2.215 -2.172
H -2.517 -5.366 -2.019
H -2.340 -4.118 -0.714
H -0.322 -5.957 -1.506
H 0.344 -4.451 -2.274
H -0.580 -4.146 0.729
H 0.909 -5.207 0.277
H 0.897 -3.465 -0.234
H 2.000 0.123 0.288
H 3.970 0.991 2.126
H 4.629 1.783 0.603
H 3.646 -1.204 0.710
H 4.529 -0.353 -0.656
H 5.395 -0.692 0.983
H 1.056 5.340 1.409
H 4.297 3.436 2.938
H 2.065 1.378 4.363
H 0.267 -0.840 5.230
H -0.084 -2.520 4.576
H 1.667 -2.025 4.780
H -1.589 1.249 3.207
H -1.463 2.526 5.104
H 0.036 1.564 5.281
H 0.446 3.763 6.105
H 1.392 3.821 4.556
H -0.214 4.680 4.688
*
```

HOMO energy = -8.428 eV
SMILES = C=CC[C@@H]1[C@@H](CCCCCCCCCCCC)O[C@@]([C@@H](Br)CC)(P(O)(O)=S)[C@@]1(B(O)OC)[C@H](I)CC
LUMO level = -0.0038 hartree

These are the Mulliken partial charges, in e, on atoms 1 to 2: -0.890 -0.176

***

2.
The following is a quantum chemistry calculation of a gas-phase ion, CH4NO2S (charge -1) at a distorted geometry, from OMol25.

```
! wB97M-V def2-TZVPD RIJCOSX def2/J DEFGRID3
* xyz -1 1
C -1.116 0.429 0.070
N 1.130 -1.098 -0.913
O 1.021 -0.406 1.442
O 1.404 1.271 -0.485
S 0.859 0.052 0.061
H -1.198 0.453 -1.020
H -1.841 -0.287 0.464
H -1.170 1.392 0.590
H 0.912 -1.804 -0.209
*
```

HOMO energy = -4.188 eV
SMILES = C[S@](=N)(=O)[O-]
ΔE to the lowest compared entry with this formula, charge and spin = 280.4 kJ/mol
LUMO level = 0.1624 hartree

These are the Mulliken partial charges, in e, on atoms 1 to 2: -0.895 -0.711